No. 1
This record from the OMol25 dataset describes a molecular structure, C22H36Br2Cl3F12Fe2NO14S4 at a distorted geometry. The level of theory is ωB97M-V/def2-TZVPD.

Output
Frontier orbital gap (spin up / spin down) ... 9.68 / 9.21 eV
Energy ... -13815.0654 hartree
2S+1 ... 9
Total charge ... 0
⟨S²⟩ ... 20.013

Cartesian coordinates (Å):
Fe 0.124 2.371 1.357
Fe -2.300 2.493 -1.698
C -3.432 1.051 1.841
C -3.085 2.436 1.217
C -3.482 3.577 2.163
O -1.872 2.588 0.532
H -2.962 0.745 2.775
H -3.238 0.218 1.166
H -4.485 1.083 2.119
H -3.861 2.533 0.459
H -2.932 3.561 3.105
H -4.553 3.612 2.363
H -3.445 4.536 1.647
C 2.090 4.095 -2.481
F 2.194 2.899 -3.003
F 3.165 4.270 -1.730
F 1.962 5.004 -3.499
S 0.539 4.265 -1.350
O 0.973 3.559 -0.135
O 0.242 5.679 -1.225
O -0.536 3.504 -1.988
C -0.590 -1.666 -0.591
F -0.823 -2.471 -1.596
F -1.809 -1.455 -0.057
F 0.224 -2.273 0.296
S 0.095 0.053 -1.101
O 1.297 -0.149 -1.863
O -1.004 0.812 -1.782
O 0.311 0.818 0.106
C -1.859 0.751 -4.912
F -2.037 -0.472 -4.439
F -0.680 1.097 -4.458
F -1.931 0.738 -6.272
S -3.251 1.930 -4.305
O -2.595 3.200 -4.121
O -4.299 1.905 -5.283
N -3.630 1.464 -2.691
S -4.870 0.417 -3.038
O -6.109 1.134 -3.388
O -4.645 -0.703 -3.885
C -5.285 -0.378 -1.301
F -4.235 -1.183 -0.848
F -5.380 0.684 -0.466
F -6.455 -1.105 -1.286
C -3.031 -3.933 1.852
Cl -4.339 -2.872 2.314
Cl -3.557 -5.613 2.040
Cl -1.613 -3.487 2.869
H -2.733 -3.680 0.834
C 0.245 -0.803 4.443
C -1.038 -0.003 4.824
C -0.725 1.327 4.182
O -0.120 0.979 2.878
C 0.326 -0.349 2.963
H 0.124 -1.885 4.493
H 1.107 -0.604 5.081
H -1.218 0.061 5.897
H -1.957 -0.359 4.359
H 0.132 1.945 4.449
H -1.647 1.899 4.077
H 1.285 -0.535 2.478
H -0.441 -0.861 2.382
C 2.707 -5.089 0.589
C 2.611 -4.225 -0.725
C 3.049 -2.798 -0.238
O 3.382 -2.940 1.137
C 3.753 -4.278 1.348
H 3.007 -6.120 0.399
H 1.718 -5.051 1.045
H 1.616 -4.261 -1.169
H 3.340 -4.540 -1.471
H 2.245 -2.088 -0.430
H 4.013 -2.537 -0.676
H 3.799 -4.617 2.383
H 4.749 -4.437 0.935
C 4.304 2.108 1.033
C 4.292 2.851 2.392
C 2.925 2.362 2.999
O 2.100 2.078 1.898
C 2.955 1.515 0.907
H 5.091 1.356 1.083
H 4.639 2.791 0.253
H 4.219 3.917 2.177
H 5.162 2.720 3.035
H 2.562 3.107 3.707
H 2.993 1.460 3.607
H 2.673 1.774 -0.114
H 2.954 0.426 0.861
Br 4.277 -1.575 -3.947
C 2.447 -2.419 -3.991
C 2.417 -3.544 -5.022
Br 3.445 -5.144 -4.364
H 1.666 -1.668 -4.106
H 2.116 -2.691 -2.988
H 2.987 -3.152 -5.864
H 1.437 -3.745 -5.455

Here are the Löwdin charges for atoms 1 to 8, given in e:
1. Fe 0.945
2. Fe 0.913
3. C -0.037
4. C -0.541
5. C -0.051
6. O -0.314
7. H 0.045
8. H 0.052

=====

No. 2
This record from the OMol25 dataset describes a molecular structure, C2H6ClO2Y at a distorted geometry. The level of theory is ωB97M-V/def2-TZVPD.

Output
Frontier orbital gap ... 2.33 eV
Energy ... -727.9827 hartree
Total charge ... +2
ΔE to the lowest compared entry with this formula, charge and spin ... 0.000 eV

Cartesian coordinates (Å):
Y 4.061 2.221 -2.620
Cl 2.400 0.391 -1.648
C -1.322 -0.780 0.222
C -0.625 0.240 1.108
O 0.790 0.062 1.223
O -1.131 -0.552 -1.162
H -2.389 -0.780 0.431
H -0.942 -1.772 0.496
H -0.980 0.149 2.135
H -0.886 1.259 0.797
H 1.222 0.002 0.360
H -0.199 -0.441 -1.342

Here are the Löwdin charges for atoms 1 to 8, given in e:
1. Y 1.966
2. Cl 0.073
3. C -0.215
4. C -0.214
5. O -0.069
6. O -0.035
7. H 0.136
8. H 0.135

=====

No. 3
This record from the OMol25 dataset describes a single C21H26N4O4S2 molecule at a distorted geometry. The level of theory is ωB97M-V/def2-TZVPD.

Output
Frontier orbital gap ... 8.11 eV
Energy ... -2132.1687 hartree
Total charge ... 0
Structure (SMILES) ... CCN(CC)S(=O)(=O)c1cccc(-c2nnc(SCC(=O)c3cc(C)n(C)c3C)o2)c1
ΔE to the lowest compared entry with this formula, charge and spin ... 1.927 eV

Cartesian coordinates (Å):
C 1.053 4.284 -1.978
C 1.065 3.124 -2.970
N 1.427 1.843 -2.399
C 2.809 1.424 -2.316
C 3.674 2.195 -1.322
S 0.430 1.196 -1.241
O 1.030 1.237 0.065
O -0.865 1.805 -1.381
C 0.318 -0.516 -1.762
C 0.361 -0.820 -3.111
C 0.285 -2.146 -3.512
C 0.149 -3.148 -2.571
C 0.073 -2.828 -1.215
C -0.091 -3.883 -0.243
N 0.115 -5.154 -0.412
N -0.158 -5.770 0.746
C -0.528 -4.842 1.583
S -1.013 -5.056 3.216
C -1.723 -3.399 3.516
C -0.708 -2.273 3.301
O 0.431 -2.402 3.708
C -1.224 -1.094 2.649
C -2.424 -0.945 1.890
C -2.491 0.351 1.475
C -3.495 1.030 0.616
N -1.393 1.016 1.965
C -1.161 2.420 1.777
C -0.608 0.162 2.654
C 0.672 0.574 3.277
O -0.509 -3.614 1.022
C 0.163 -1.497 -0.806
H 2.043 4.482 -1.580
H 0.387 4.041 -1.154
H 0.689 5.181 -2.472
H 1.754 3.325 -3.795
H 0.057 3.001 -3.374
H 2.778 0.372 -2.021
H 3.240 1.484 -3.322
H 4.634 1.695 -1.217
H 3.180 2.216 -0.355
H 3.853 3.211 -1.661
H 0.467 -0.021 -3.827
H 0.332 -2.394 -4.561
H 0.095 -4.186 -2.858
H -2.005 -3.411 4.569
H -2.615 -3.294 2.904
H -3.137 -1.706 1.642
H -3.955 1.871 1.136
H -3.016 1.404 -0.289
H -4.274 0.325 0.336
H -1.367 2.685 0.741
H -0.120 2.648 1.990
H -1.808 3.005 2.437
H 1.358 0.904 2.496
H 1.109 -0.274 3.794
H 0.523 1.391 3.984
H 0.131 -1.228 0.238

Here are the Löwdin charges for atoms 1 to 8, given in e:
1. C -0.067
2. C -0.241
3. N -0.278
4. C -0.248
5. C -0.071
6. S 0.687
7. O -0.274
8. O -0.283

=====

No. 4
This record from the OMol25 dataset describes a molecular structure, C14H19N14OSbSe4Tc at a distorted geometry. The level of theory is ωB97M-V/def2-TZVPD.

Output
Frontier orbital gap (spin up / spin down) ... 4.58 / 4.57 eV
Energy ... -11313.4628 hartree
Total charge ... -1

Cartesian coordinates (Å):
Tc -0.805 -0.374 0.030
N 1.826 1.446 -1.650
C 1.968 0.120 -1.385
N 3.081 -0.578 -1.504
N 2.740 -1.828 -1.152
N 1.499 -1.901 -0.853
N 0.942 -0.661 -1.000
C 0.877 2.162 -0.958
N 0.840 3.474 -0.889
N -0.253 3.744 -0.166
N -0.856 2.675 0.180
N -0.154 1.604 -0.295
H 2.665 1.949 -1.892
Se -4.348 3.632 -0.296
Sb -4.155 1.286 0.042
Se -2.301 0.489 1.602
Se -2.360 0.158 -1.579
Se -6.066 -0.146 0.076
C 3.730 2.161 5.766
C 3.732 0.680 5.392
C 2.307 0.131 5.351
C 4.450 0.432 4.051
N 3.692 0.903 2.911
C 3.044 0.188 1.974
N 2.412 1.010 1.179
N 2.688 2.246 1.633
N 3.447 2.199 2.661
H 3.245 2.300 6.734
H 3.190 2.746 5.026
H 4.748 2.548 5.832
H 4.301 0.126 6.147
H 1.682 0.718 4.676
H 1.855 0.175 6.342
H 2.295 -0.909 5.019
H 4.596 -0.638 3.902
H 5.420 0.931 4.049
H 3.071 -0.885 1.892
C 0.379 -1.772 2.277
O 0.049 -0.518 1.768
H 0.870 -2.415 1.535
H -0.520 -2.298 2.637
H 1.041 -1.649 3.144
N -1.343 -2.036 -0.039
C -1.765 -3.267 -0.369
C -3.102 -3.647 -0.158
C -3.510 -4.907 -0.550
C -2.614 -5.794 -1.132
C -1.288 -5.425 -1.328
C -0.854 -4.171 -0.953
H -3.804 -2.944 0.274
H -4.542 -5.196 -0.405
H -2.953 -6.769 -1.457
H -0.591 -6.119 -1.782
H 0.166 -3.844 -1.106

Here are the Löwdin charges for atoms 1 to 8, given in e:
1. Tc 1.077
2. N 0.154
3. C -0.490
4. N 0.039
5. N -0.072
6. N -0.079
7. N -0.122
8. C -0.495

=====

No. 5
This record from the OMol25 dataset describes 2 unconnected molecules or ions with the total composition C6H15NO at a distorted geometry. The level of theory is ωB97M-V/def2-TZVPD.

Output
Frontier orbital gap ... 8.71 eV
Energy ... -367.5813 hartree
Total charge ... 0
Structure (SMILES) ... CC/C(C)=C(/C)N.O
ΔE to the lowest compared entry with this formula, charge and spin ... 1.361 eV

Cartesian coordinates (Å):
C 1.566 0.718 -2.034
C 1.065 -0.309 -1.023
C 0.405 0.262 0.190
C 1.359 1.015 1.097
C -0.945 0.229 0.317
C -1.693 0.895 1.458
N -1.764 -0.558 -0.516
H 1.102 1.704 -2.029
H 1.447 0.330 -3.054
H 2.650 0.860 -1.976
H 0.369 -0.970 -1.552
H 1.895 -0.984 -0.765
H 1.564 0.416 1.992
H 2.281 1.330 0.626
H 0.800 1.885 1.436
H -2.101 0.201 2.185
H -1.090 1.655 1.933
H -2.511 1.447 0.994
H -1.401 -0.625 -1.460
H -2.740 -0.324 -0.543
O -0.750 -3.461 0.939
H -0.920 -2.805 1.627
H -0.588 -2.908 0.158

Here are the Löwdin charges for atoms 1 to 8, given in e:
1. C -0.104
2. C -0.241
3. C -0.278
4. C -0.048
5. C -0.350
6. C -0.031
7. N 0.077
8. H 0.078